[1]
{"formula": "C14H38FNO6Pd", "method": "ωB97M-V with the def2-TZVPD basis set", "species": ["Pd", "C", "C", "C", "C", "C", "C", "N", "O", "C", "C", "C", "H", "H", "H", "H", "H", "H", "H", "H", "H", "H", "H", "H", "H", "H", "H", "H", "H", "H", "F", "C", "O", "H", "H", "H", "H", "C", "O", "H", "H", "H", "H", "C", "O", "H", "H", "H", "H", "C", "O", "H", "H", "H", "H", "C", "O", "H", "H", "H", "H"], "positions_angstrom": [[2.55791, -2.31075, 0.87838], [3.10589, 2.07781, -4.16754], [1.59521, 1.80838, -4.15553], [0.93837, 2.64098, -5.33261], [-0.49671, 2.24890, -5.77685], [-0.60629, 0.74556, -5.97770], [-0.15319, -0.10755, -4.80566], [1.22491, 0.36014, -4.39427], [1.92656, -0.51559, -3.49987], [-0.25983, -1.59378, -5.20473], [-1.14790, 0.07468, -3.66883], [0.97560, 2.32690, -2.78655], [3.58778, 1.58900, -3.32080], [3.36399, 3.13101, -4.05680], [3.53152, 1.82301, -5.13812], [1.57336, 2.60973, -6.21800], [0.90819, 3.66465, -4.95940], [-0.73191, 2.75826, -6.71137], [-1.30957, 2.61842, -5.15170], [-0.13008, 0.46492, -6.91714], [-1.66445, 0.58230, -6.18209], [-0.39895, -2.27046, -4.36162], [0.63451, -1.85014, -5.77266], [-1.05347, -1.70011, -5.94429], [-2.06005, -0.48940, -3.86348], [-1.45584, 1.11990, -3.64026], [-0.70466, -0.25150, -2.72796], [0.95982, 1.56288, -2.00929], [0.01664, 2.83174, -2.90337], [1.53654, 3.12595, -2.30181], [0.35322, -0.82641, 3.33869], [-1.86672, -3.04355, 8.32626], [-1.74150, -3.60500, 7.04679], [-2.30461, -3.80808, 8.96802], [-0.85001, -2.86150, 8.67450], [-2.43927, -2.11695, 8.28531], [-1.23408, -3.04765, 6.45227], [-1.66970, -5.61307, 0.75990], [-0.43777, -5.36219, 0.10982], [-1.53820, -6.21962, 1.65594], [-2.13185, -4.73098, 1.20311], [-2.36518, -6.15802, 0.12159], [-0.28826, -6.07783, -0.51236], [-5.53903, -0.82886, 2.74703], [-4.56431, 0.18803, 2.95542], [-5.58398, -1.41902, 3.66234], [-6.53081, -0.37831, 2.70886], [-5.35492, -1.43187, 1.85789], [-3.70359, -0.23576, 2.98952], [0.23008, 3.07493, 7.49607], [-0.08382, 3.15138, 6.11331], [0.66415, 4.00135, 7.87221], [-0.70379, 2.88837, 8.02633], [0.89568, 2.23888, 7.71069], [-0.00836, 2.23897, 5.82451], [5.25071, 2.04737, 3.00335], [5.43424, 0.91616, 2.18033], [5.03231, 2.87557, 2.32919], [4.32125, 1.94439, 3.56336], [6.12282, 2.31112, 3.60162], [6.37142, 0.81228, 2.00004]], "forces_ev_per_a": [[-0.548, 0.376, 0.530], [-0.125, -0.409, -0.023], [-1.786, 1.054, -0.249], [-0.491, -0.084, 0.719], [0.778, 0.049, 0.138], [-0.555, 0.608, -0.788], [-0.425, -0.055, 0.219], [2.828, -2.904, 3.447], [-2.799, 3.011, -3.362], [1.379, 0.486, -0.637], [-0.140, 0.647, 0.226], [0.413, 0.039, -0.146], [0.099, -0.352, -0.337], [-0.664, 0.236, 0.104], [0.150, -0.554, 0.170], [0.170, -0.083, 0.052], [0.221, 0.174, -0.205], [0.289, -0.072, -0.258], [0.318, -0.071, 0.640], [0.483, -0.137, 0.079], [-0.149, -0.523, 0.227], [0.106, 0.133, -0.106], [0.222, -0.326, 0.226], [-0.352, 0.046, 0.360], [0.104, -0.185, -0.051], [0.077, -0.014, 0.551], [-0.159, 0.097, 0.028], [-0.341, -0.247, -0.310], [-0.358, -0.653, -0.173], [0.721, 0.062, -0.485], [0.450, -0.340, -0.490], [0.897, 0.005, -0.248], [-0.448, -0.806, -0.887], [-0.234, 0.269, -0.031], [-0.061, 0.367, 0.572], [-0.151, -0.018, 0.375], [0.009, 0.199, 0.178], [-0.276, -0.663, 0.856], [-0.055, 0.378, -0.017], [0.326, -0.456, 0.015], [0.189, 0.461, -0.783], [-0.172, 0.296, -0.105], [0.048, 0.028, 0.038], [-0.041, 0.279, 0.980], [-0.266, 0.086, -0.452], [0.071, -0.644, -0.176], [0.170, 0.297, -0.412], [-0.010, -0.046, 0.033], [0.112, 0.030, 0.029], [-0.618, -0.165, 0.242], [0.535, -0.080, 0.103], [0.034, 0.008, -0.278], [-0.004, 0.064, 0.411], [0.229, 0.089, 0.036], [-0.166, 0.066, -0.551], [-0.610, 0.852, -0.877], [0.235, -0.825, 0.118], [0.212, 0.487, 0.085], [0.357, -0.358, 0.415], [-0.179, -0.225, 0.263], [-0.045, 0.017, -0.033]], "relative_energy_ev": 6.533, "gap_ev": [7.4, 4.6], "multiplicity": 3}



[2]
{"formula": "C14H38N3O7Zn2", "method": "ωB97M-V with the def2-TZVPD basis set", "species": ["Zn", "Zn", "O", "C", "O", "O", "H", "C", "C", "C", "O", "C", "N", "H", "H", "H", "H", "H", "H", "H", "H", "H", "H", "H", "C", "C", "C", "O", "C", "N", "H", "H", "H", "H", "H", "H", "H", "H", "H", "H", "H", "C", "C", "C", "O", "C", "N", "H", "H", "H", "H", "H", "H", "H", "H", "H", "H", "H", "C", "O", "H", "H", "H", "H"], "positions_angstrom": [[-1.11804, 1.88708, 3.71864], [1.11826, -2.04437, 1.46179], [0.15129, 1.81889, -0.07158], [-0.04345, 0.88440, 0.84492], [0.57212, -0.21289, 0.74412], [-0.78564, 1.18186, 1.86573], [-0.53100, 2.40557, 0.34051], [-4.63332, 0.48521, 3.19616], [-3.88594, 0.78364, 4.52514], [-4.50445, 0.16913, 5.73902], [-4.11694, 0.83613, 6.91926], [-4.44450, 0.10332, 8.07897], [-2.46743, 0.44414, 4.27459], [-3.95396, 0.62379, 2.35283], [-5.47339, 1.16801, 3.09427], [-4.98965, -0.54543, 3.13807], [-3.95381, 1.87082, 4.63073], [-4.24123, -0.89971, 5.75359], [-5.59418, 0.27082, 5.70674], [-5.48372, 0.21184, 8.40621], [-3.77080, 0.38021, 8.88591], [-4.38551, -0.98943, 7.99261], [-2.40077, -0.42644, 3.74247], [-2.10418, 0.05166, 5.15910], [4.84568, 0.47693, -5.02637], [3.35198, 0.26892, -5.32720], [2.45718, 0.71593, -4.16905], [1.10632, 0.77674, -4.50731], [0.29940, 1.45323, -3.58740], [2.99459, 0.96808, -6.57236], [5.22705, 1.49625, -4.93678], [5.57020, 0.04593, -5.72069], [5.07382, -0.04184, -4.08757], [3.28368, -0.80140, -5.56309], [2.88872, 1.68309, -3.87837], [2.65014, 0.09455, -3.28055], [0.66412, 2.42866, -3.24967], [0.09715, 0.73327, -2.78374], [-0.65645, 1.72946, -4.03727], [2.02970, 0.68723, -6.73053], [3.54405, 0.60814, -7.34330], [1.55837, -4.95054, -1.65161], [1.86175, -4.06007, -0.46804], [2.72808, -2.89446, -0.90040], [2.74239, -1.86572, 0.13092], [3.45860, -0.71276, -0.34417], [0.62543, -3.43874, 0.04947], [0.92681, -5.78050, -1.33325], [2.52622, -5.25606, -2.04869], [0.97961, -4.44783, -2.43043], [2.32279, -4.62948, 0.34187], [2.45462, -2.44728, -1.85902], [3.74364, -3.26309, -1.06661], [3.34943, 0.08046, 0.39898], [3.05827, -0.28374, -1.26062], [4.52819, -0.91675, -0.31987], [0.01125, -3.23459, -0.74265], [0.04448, -4.08875, 0.58463], [-1.74556, 4.87146, -1.47568], [-1.48618, 4.30157, -0.18740], [-2.72240, 4.47026, -1.77573], [-2.05035, 5.91895, -1.43402], [-1.02757, 4.64029, -2.25191], [-2.27497, 4.20596, 0.34568]], "forces_ev_per_a": [[-0.728, -1.564, -1.763], [0.418, 1.434, -2.875], [-1.635, -1.227, 2.149], [1.954, -0.387, 0.257], [-0.389, -0.336, 0.506], [-0.216, 0.309, 1.118], [0.413, 1.739, -1.810], [0.165, -0.165, 0.572], [-1.751, 1.600, -1.765], [-0.453, -0.152, 0.792], [1.047, -0.407, -0.805], [-0.552, -0.889, 1.243], [1.996, -0.709, 2.024], [-0.075, 0.217, -0.077], [-0.078, -0.157, -0.084], [-0.078, 0.026, 0.148], [0.245, -0.046, 0.289], [-0.142, -0.093, 0.216], [-0.055, -0.323, -0.663], [0.039, 0.680, -0.166], [-0.092, 0.285, -0.079], [0.532, 0.065, -0.583], [-0.133, 0.487, -0.842], [-0.072, 0.620, 0.275], [0.448, -0.156, 0.902], [1.105, -0.413, -1.535], [1.368, 0.537, -0.044], [0.134, 0.238, -0.643], [-0.630, -0.178, 0.003], [-0.729, 0.103, 0.851], [-0.709, 0.263, 0.135], [-0.644, -0.335, -0.440], [0.057, 0.121, 0.146], [-0.394, -0.250, 0.713], [-0.526, 0.397, -0.065], [-0.227, -0.452, -0.051], [0.667, -0.305, 0.248], [-0.064, 0.494, 0.526], [0.027, -0.495, -0.339], [0.048, 0.383, -0.473], [0.053, 0.008, 0.045], [-0.143, -0.093, 0.236], [-0.042, 0.557, -0.532], [1.033, -0.205, 0.165], [-0.353, -0.695, -0.292], [0.529, 1.302, 1.394], [-1.579, -0.469, 1.679], [0.440, -0.332, -0.066], [-0.278, -0.463, -0.238], [0.269, 0.297, -0.021], [0.074, 0.105, 0.002], [-0.571, 0.066, 0.151], [0.097, 0.099, 0.265], [-0.247, -0.166, 0.114], [0.081, -0.595, -0.250], [-0.059, -0.245, -0.655], [0.150, 0.721, 0.093], [0.291, -0.555, -0.339], [-2.957, -0.018, -0.070], [1.534, -0.616, 0.556], [0.306, -0.437, -0.526], [1.079, 0.292, 0.261], [0.463, -0.010, 0.493], [-0.459, 0.489, -0.478]], "total_charge": 3, "gap_ev": 1.5}



[3]
{"formula": "C14H38NO6", "method": "ωB97M-V with the def2-TZVPD basis set", "species": ["O", "C", "C", "C", "C", "N", "H", "H", "H", "H", "H", "H", "H", "H", "C", "C", "O", "H", "H", "H", "H", "H", "H", "C", "C", "O", "H", "H", "H", "H", "H", "H", "C", "C", "O", "H", "H", "H", "H", "H", "H", "C", "C", "O", "H", "H", "H", "H", "H", "H", "C", "C", "O", "H", "H", "H", "H", "H", "H"], "positions_angstrom": [[-0.63883, -1.05441, 4.04495], [0.51741, -1.84123, 3.87644], [1.30119, -1.54546, 2.62021], [2.73344, -1.81971, 3.11778], [2.67293, -1.26176, 4.47526], [1.48503, -1.34876, 4.89213], [-0.80498, -0.55631, 3.23059], [0.22973, -2.87259, 4.01443], [1.23741, -0.50111, 2.34788], [0.98912, -2.14284, 1.78163], [2.75277, -2.89844, 3.30845], [3.58376, -1.62504, 2.48455], [3.49743, -0.85768, 5.02891], [1.14524, -1.09027, 5.81315], [1.45752, 0.77496, -1.26024], [0.70454, -0.48657, -0.88193], [-0.45085, -0.19936, -0.09556], [1.74598, 1.32938, -0.36585], [2.35610, 0.54159, -1.83270], [0.82607, 1.43076, -1.86148], [1.33285, -1.13754, -0.27160], [0.41876, -1.04256, -1.78120], [-1.03838, 0.36675, -0.61727], [-2.75557, -3.52765, -3.31044], [-2.24939, -2.15173, -3.69776], [-2.59279, -1.16864, -2.71936], [-3.83753, -3.51159, -3.18147], [-2.50462, -4.26562, -4.07276], [-2.31641, -3.84843, -2.36247], [-2.70067, -1.82643, -4.63249], [-1.16265, -2.16393, -3.83278], [-2.19391, -1.42440, -1.87886], [6.75235, -4.48594, 2.19389], [5.49838, -4.01496, 1.48274], [5.55295, -2.61894, 1.17381], [6.90439, -3.92223, 3.11493], [6.68946, -5.54635, 2.43866], [7.63155, -4.33058, 1.56635], [4.62361, -4.15811, 2.11799], [5.34311, -4.58338, 0.56153], [6.31462, -2.47819, 0.60057], [-4.85737, 2.73756, -1.63978], [-3.36886, 2.56493, -1.41001], [-3.03439, 1.19518, -1.17420], [-5.41917, 2.37542, -0.77832], [-5.10849, 3.78488, -1.80898], [-5.18161, 2.16178, -2.50889], [-3.05159, 3.12576, -0.53111], [-2.80322, 2.93075, -2.27303], [-3.29627, 0.68480, -1.95305], [-3.37632, 6.62520, -0.83647], [-2.15324, 6.21453, -1.63689], [-2.44363, 6.12665, -3.02891], [-4.18943, 5.91648, -0.99525], [-3.15334, 6.66908, 0.23079], [-3.73266, 7.60742, -1.15342], [-1.81058, 5.22757, -1.32929], [-1.33345, 6.92291, -1.47747], [-2.73751, 6.99445, -3.32635]], "forces_ev_per_a": [[0.306, -0.396, -0.210], [-1.321, 2.024, -0.466], [0.654, -0.448, -0.092], [-0.198, -0.913, -0.489], [0.682, -0.111, -0.697], [-0.914, -0.133, 1.250], [-0.048, -0.017, 0.158], [0.399, -0.478, 0.320], [-0.351, 0.363, -0.046], [-0.004, -0.265, -0.265], [0.361, -0.266, -0.059], [0.195, 0.511, -0.130], [0.149, 0.088, 0.483], [0.105, 0.082, 0.024], [-0.016, 0.003, 0.057], [-0.151, 0.248, -0.029], [0.183, -0.209, 0.021], [0.033, -0.020, 0.010], [-0.014, 0.002, -0.017], [0.009, -0.027, -0.056], [0.022, -0.050, -0.050], [0.053, -0.038, 0.004], [-0.315, 0.122, 0.094], [-0.050, 0.055, 0.051], [0.041, -0.102, 0.187], [0.036, 0.052, -0.007], [-0.012, 0.002, -0.048], [0.017, -0.004, 0.006], [0.054, -0.030, -0.033], [-0.012, 0.081, 0.007], [-0.010, -0.022, -0.088], [-0.060, 0.002, -0.007], [-0.033, 0.092, 0.045], [0.301, 0.034, -0.151], [-0.181, -0.065, 0.162], [-0.022, -0.022, 0.023], [0.010, -0.009, -0.023], [-0.002, -0.066, -0.034], [-0.050, 0.038, -0.024], [-0.070, -0.069, 0.052], [-0.061, 0.076, 0.033], [-0.014, -0.064, 0.068], [-0.100, -0.120, -0.230], [0.213, 0.044, 0.114], [0.011, 0.036, 0.029], [0.007, -0.003, -0.040], [0.017, 0.058, -0.050], [0.058, -0.068, 0.044], [-0.016, 0.122, 0.041], [0.109, -0.097, 0.038], [0.008, -0.048, -0.018], [-0.170, 0.264, -0.108], [0.036, -0.119, 0.071], [0.014, -0.033, 0.025], [-0.001, 0.025, -0.002], [0.038, 0.036, 0.048], [0.038, -0.037, -0.074], [0.025, -0.048, 0.094], [0.016, -0.064, -0.014]], "total_charge": 1, "gap_ev": 7.6}



[4]
{"formula": "C14H39N3O4", "method": "ωB97M-V with the def2-TZVPD basis set", "species": ["C", "C", "O", "H", "H", "H", "H", "H", "H", "C", "C", "C", "O", "C", "N", "H", "H", "H", "H", "H", "H", "H", "H", "H", "H", "H", "C", "C", "C", "O", "C", "N", "H", "H", "H", "H", "H", "H", "H", "H", "H", "H", "H", "C", "C", "C", "O", "C", "N", "H", "H", "H", "H", "H", "H", "H", "H", "H", "H", "H"], "positions_angstrom": [[0.30164, -1.05886, -0.94409], [0.73666, -1.33871, 0.50824], [0.53508, -0.23160, 1.31794], [-0.71315, -0.66184, -0.91820], [0.15787, -1.95377, -1.54953], [0.96039, -0.34493, -1.43851], [1.77125, -1.67444, 0.57907], [0.22884, -2.12300, 1.06959], [0.40036, -0.53862, 2.21750], [3.63079, 1.92607, -4.26977], [2.59370, 1.14934, -3.33046], [1.09886, 1.43168, -3.74992], [0.72030, 0.92479, -5.03667], [-0.69325, 0.77542, -5.31600], [2.92335, -0.25628, -3.20743], [4.65541, 1.73090, -3.95328], [3.51701, 3.00832, -4.33211], [3.54525, 1.62329, -5.31338], [2.64736, 1.63017, -2.35371], [0.96000, 2.51216, -3.71290], [0.36212, 1.17210, -2.98970], [-1.34705, 0.23411, -4.63216], [-0.78482, 0.36058, -6.31982], [-1.08825, 1.78866, -5.38958], [2.24787, -0.79609, -2.68547], [3.05956, -0.69251, -4.10813], [-2.70627, 1.38387, 0.66596], [-4.00993, 0.72689, 0.33409], [-4.52280, 1.13132, -1.05887], [-3.70913, 0.54136, -2.07533], [-4.02359, 1.02636, -3.32608], [-3.83774, -0.70398, 0.46569], [-1.92452, 1.21771, -0.07523], [-2.38300, 0.90290, 1.58914], [-2.75967, 2.47215, 0.63641], [-4.72090, 1.03688, 1.09995], [-4.55829, 2.21720, -1.14660], [-5.55303, 0.79308, -1.16991], [-3.72153, 2.05980, -3.49595], [-5.09060, 0.89303, -3.50440], [-3.60623, 0.30916, -4.03285], [-3.19420, -0.93097, 1.21028], [-3.26831, -0.96480, -0.32667], [1.47948, -3.02567, 4.14642], [1.27912, -1.56008, 4.64485], [2.52207, -0.73085, 4.28391], [3.52964, -0.69526, 5.31263], [3.07787, -0.33845, 6.64494], [0.08445, -1.08589, 3.99751], [1.80458, -3.16508, 3.11542], [0.62212, -3.66322, 4.36225], [2.25017, -3.53348, 4.72630], [1.01425, -1.55443, 5.70216], [2.29445, 0.32750, 4.15669], [2.90124, -1.12150, 3.33959], [3.90443, 0.03563, 7.24906], [2.71407, -1.28132, 7.05328], [2.27489, 0.39742, 6.60213], [-0.71712, -1.57116, 4.37444], [0.12688, -0.14311, 4.35731]], "forces_ev_per_a": [[-0.685, -0.390, 0.929], [0.089, -0.726, 0.298], [0.286, 1.842, -0.936], [0.033, 0.464, 0.075], [0.602, -0.251, 0.000], [-0.141, -0.056, 0.231], [0.543, 0.133, -0.488], [-0.648, -0.760, -0.952], [-0.311, -0.296, 0.992], [-0.673, -0.900, 0.283], [-0.807, 0.963, -1.317], [-0.122, 0.632, -0.213], [-0.243, -0.964, 0.420], [0.935, 1.410, -0.314], [0.724, 0.117, -0.176], [-0.075, -0.141, 0.140], [-0.403, 0.019, 0.571], [-0.104, -0.436, -0.005], [0.139, -0.129, 0.220], [0.257, 0.580, -0.506], [0.191, -0.989, 0.223], [0.650, -0.328, 0.459], [0.228, -0.242, 0.142], [-0.372, 0.191, 0.069], [-0.037, 0.158, -0.063], [-0.136, 0.049, -0.089], [0.736, 0.538, -0.461], [0.346, 0.383, -0.164], [-0.045, -0.789, 0.642], [0.140, 0.343, 1.493], [-0.619, -1.015, -0.788], [-0.299, -0.944, -0.956], [-0.044, -0.611, -0.153], [0.388, 0.863, 0.245], [-0.184, 0.190, 0.856], [-0.398, 0.194, -0.211], [0.316, 0.248, -0.029], [-0.221, -0.264, -0.205], [0.123, 0.075, -0.090], [-0.468, 0.503, -0.015], [0.534, 0.431, -0.244], [-0.188, 0.220, 0.674], [-0.102, -0.363, -0.550], [0.563, -0.267, 1.384], [0.339, -2.572, -0.827], [-0.521, 0.752, 1.509], [0.593, -0.262, -0.014], [-0.256, -1.016, -1.406], [0.969, 1.238, -1.196], [-0.365, 0.528, -0.203], [-0.416, 0.275, -0.275], [0.448, 0.154, 0.289], [0.869, -0.214, 0.347], [-0.633, 0.115, -0.459], [0.581, 0.103, 0.256], [0.186, -0.013, -0.340], [-0.241, 0.271, 0.621], [-0.108, 0.064, 0.075], [-0.501, 0.014, 0.259], [-1.443, 0.880, -0.055]], "total_charge": -1, "gap_ev": [1.6, 8.9], "multiplicity": 2}



> Number 1 is which compound?

C14H38FNO6Pd